(1)
{"formula": "C50H90N6O16", "method": "ωB97M-V/def2-TZVPD", "elements": ["O", "O", "O", "O", "O", "O", "O", "O", "O", "O", "O", "O", "O", "O", "O", "O", "N", "N", "N", "N", "N", "N", "C", "C", "C", "C", "C", "C", "C", "C", "C", "C", "C", "C", "C", "C", "C", "C", "C", "C", "C", "C", "C", "C", "C", "C", "C", "C", "C", "C", "C", "C", "C", "C", "C", "C", "C", "C", "C", "C", "C", "C", "C", "C", "C", "C", "C", "C", "C", "C", "C", "C", "H", "H", "H", "H", "H", "H", "H", "H", "H", "H", "H", "H", "H", "H", "H", "H", "H", "H", "H", "H", "H", "H", "H", "H", "H", "H", "H", "H", "H", "H", "H", "H", "H", "H", "H", "H", "H", "H", "H", "H", "H", "H", "H", "H", "H", "H", "H", "H", "H", "H", "H", "H", "H", "H", "H", "H", "H", "H", "H", "H", "H", "H", "H", "H", "H", "H", "H", "H", "H", "H", "H", "H", "H", "H", "H", "H", "H", "H", "H", "H", "H", "H", "H", "H", "H", "H", "H", "H", "H", "H"], "positions_angstrom": [[-19.36, -4.48, -14.91], [-15.44, -5.41, -15.26], [-13.78, -1.12, -17.06], [-15.19, -2.02, -15.53], [-18.48, -3.12, -8.95], [-18.62, -11.97, -15.46], [-15.73, -6.06, -13.13], [-19.81, -3.45, -16.83], [-20.45, -5.89, -7.08], [-14.15, -2.40, -12.19], [-14.21, -0.25, -12.80], [-17.13, -10.57, -14.49], [-15.97, -0.96, -17.33], [-20.84, -7.91, -8.01], [-19.55, -4.10, -10.61], [-21.35, -4.82, -15.88], [-20.14, -6.83, -12.92], [-15.65, -9.86, -17.02], [-9.60, -2.82, -10.99], [-15.12, -4.00, -19.24], [-12.13, -2.32, -8.16], [-17.73, -10.38, -8.16], [-12.42, -4.93, -17.14], [-14.67, -2.24, -8.75], [-18.91, -6.76, -8.67], [-17.05, -7.85, -12.25], [-14.07, -4.48, -13.55], [-10.62, -5.98, -12.32], [-18.24, -3.64, -15.15], [-18.31, -4.48, -11.20], [-15.47, -0.52, -18.59], [-23.01, -6.16, -10.40], [-15.28, -3.63, -8.96], [-10.01, -3.59, -11.74], [-15.47, -9.28, -8.92], [-11.66, -3.94, -18.03], [-14.85, -9.61, -16.24], [-15.44, -0.01, -12.15], [-14.47, -4.61, -9.80], [-22.26, -5.30, -12.72], [-18.22, -10.79, -14.96], [-13.78, -1.50, -12.91], [-16.74, -9.90, -8.50], [-12.96, -11.77, -15.74], [-16.65, -7.10, -13.51], [-20.82, -2.67, -9.20], [-14.83, -10.02, -10.09], [-11.59, -6.30, -11.17], [-17.73, -13.10, -15.42], [-12.59, -10.33, -15.37], [-16.59, -13.01, -16.40], [-13.93, -0.56, -18.36], [-10.58, -4.52, -12.71], [-15.12, -5.39, -14.10], [-22.09, -8.17, -7.36], [-17.53, -3.30, -11.74], [-18.40, -3.26, -16.62], [-20.18, -6.78, -7.85], [-19.50, -3.30, -9.55], [-22.14, -9.64, -7.01], [-12.56, -1.63, -13.79], [-19.29, -9.73, -14.99], [-13.77, -9.33, -15.29], [-13.25, -2.29, -8.42], [-23.38, -5.90, -11.86], [-14.98, -1.42, -16.55], [-16.60, 0.22, -13.12], [-13.60, -5.60, -17.84], [-14.45, -4.70, -18.63], [-21.08, -6.16, -12.84], [-13.57, -9.41, -10.69], [-20.29, -4.27, -15.86], [-14.86, -1.64, -9.63], [-13.17, -4.47, -14.16], [-16.14, -7.80, -14.17], [-14.42, -3.45, -13.41], [-21.19, -9.93, -6.54], [-16.08, -13.96, -16.51], [-18.07, -2.77, -12.54], [-14.83, -9.33, -8.03], [-11.76, -5.68, -16.71], [-23.93, -6.67, -12.40], [-16.45, 1.17, -13.65], [-20.16, -10.07, -15.55], [-13.62, -11.77, -16.61], [-19.19, -6.73, -9.73], [-11.15, -3.17, -17.45], [-12.04, -12.30, -15.95], [-22.01, -6.59, -10.32], [-13.50, 0.43, -18.30], [-17.70, -5.23, -10.70], [-17.03, -12.74, -17.37], [-13.49, -1.13, -19.18], [-13.51, -12.35, -15.00], [-20.66, -1.65, -8.83], [-14.20, -9.27, -14.29], [-14.26, -6.06, -17.10], [-23.75, -6.85, -10.01], [-16.18, -8.09, -11.64], [-12.18, -10.38, -14.36], [-17.60, -8.74, -12.56], [-16.65, -3.68, -12.27], [-17.37, -13.16, -14.39], [-11.88, -9.95, -16.11], [-12.69, -9.48, -10.05], [-23.02, -9.90, -6.43], [-15.21, -1.75, -7.94], [-10.82, -4.39, -18.58], [-18.37, -13.97, -15.52], [-15.73, 0.49, -18.90], [-13.39, -8.32, -15.49], [-17.24, -3.97, -14.90], [-22.58, -5.15, -13.75], [-14.39, -4.26, -10.83], [-24.09, -5.06, -11.86], [-18.31, -5.89, -8.43], [-9.64, -6.38, -12.04], [-14.98, -5.58, -9.85], [-10.90, -6.57, -13.20], [-17.54, 0.29, -12.59], [-13.35, -9.87, -11.66], [-15.74, -8.26, -9.19], [-15.77, -1.26, -19.33], [-18.33, -7.66, -8.46], [-11.44, -7.25, -10.66], [-18.60, -5.04, -12.10], [-17.74, -7.27, -11.66], [-12.24, -3.42, -18.79], [-13.22, -6.41, -18.47], [-19.45, -9.40, -13.97], [-15.69, -0.79, -11.43], [-15.41, 0.84, -11.46], [-22.23, -7.55, -6.47], [-11.58, -4.11, -12.87], [-22.12, -10.22, -7.94], [-10.00, -4.37, -13.63], [-21.20, -3.12, -8.28], [-15.48, -4.13, -8.00], [-13.74, -8.37, -10.99], [-12.59, -6.29, -11.61], [-18.16, -2.21, -16.71], [-12.77, -4.30, -16.32], [-23.05, -5.23, -9.84], [-18.44, -2.75, -14.54], [-11.51, -5.61, -10.33], [-12.76, -1.04, -14.69], [-17.21, -2.55, -11.02], [-17.83, -3.88, -17.32], [-21.55, -2.65, -10.00], [-14.63, -11.08, -9.91], [-16.30, -3.54, -9.35], [-16.52, -0.57, -13.87], [-18.81, -8.98, -15.63], [-22.83, -7.96, -8.12], [-13.74, -4.75, -12.54], [-15.92, -12.18, -16.23], [-15.59, -9.97, -10.88], [-11.64, -1.27, -13.33], [-21.87, -4.39, -12.27], [-13.44, -4.68, -9.46], [-17.53, -6.72, -14.02], [-12.52, -2.69, -14.03]], "e_above_lowest_kcal_mol": 27.54, "e_tot_ha": -3491.5370, "homo_ha": -0.36969, "orbital_gap_ev": 10.2}


(2)
{"formula": "C44H121N11O11", "method": "ωB97M-V/def2-TZVPD", "elements": ["O", "O", "O", "O", "O", "O", "O", "O", "O", "O", "O", "N", "N", "N", "N", "N", "N", "N", "N", "N", "N", "N", "C", "C", "C", "C", "C", "C", "C", "C", "C", "C", "C", "C", "C", "C", "C", "C", "C", "C", "C", "C", "C", "C", "C", "C", "C", "C", "C", "C", "C", "C", "C", "C", "C", "C", "C", "C", "C", "C", "C", "C", "C", "C", "C", "C", "H", "H", "H", "H", "H", "H", "H", "H", "H", "H", "H", "H", "H", "H", "H", "H", "H", "H", "H", "H", "H", "H", "H", "H", "H", "H", "H", "H", "H", "H", "H", "H", "H", "H", "H", "H", "H", "H", "H", "H", "H", "H", "H", "H", "H", "H", "H", "H", "H", "H", "H", "H", "H", "H", "H", "H", "H", "H", "H", "H", "H", "H", "H", "H", "H", "H", "H", "H", "H", "H", "H", "H", "H", "H", "H", "H", "H", "H", "H", "H", "H", "H", "H", "H", "H", "H", "H", "H", "H", "H", "H", "H", "H", "H", "H", "H", "H", "H", "H", "H", "H", "H", "H", "H", "H", "H", "H", "H", "H", "H", "H", "H", "H", "H", "H", "H", "H", "H", "H", "H", "H"], "positions_angstrom": [[-20.91, 9.71, 8.09], [-23.71, 15.30, 2.25], [-24.97, 14.72, 6.63], [-22.92, 10.61, 2.07], [-17.59, 11.77, 0.89], [-17.89, 11.25, 12.37], [-15.51, 16.42, 5.74], [-23.24, 16.33, 10.72], [-22.29, 19.70, 8.37], [-26.90, 18.27, 5.30], [-20.00, 13.81, 6.98], [-13.86, 19.66, 6.49], [-24.46, 21.27, 7.40], [-26.11, 17.03, 12.84], [-24.38, 8.81, 8.97], [-22.90, 16.82, -1.08], [-16.37, 10.21, 14.47], [-22.32, 15.58, 4.81], [-16.15, 10.41, -1.27], [-24.40, 9.48, 5.25], [-26.78, 11.53, 6.11], [-25.20, 20.44, 4.42], [-15.80, 10.26, 13.10], [-14.50, 17.33, 6.12], [-20.26, 10.89, 7.66], [-24.51, 20.60, 8.71], [-24.17, 16.03, 11.76], [-14.43, 12.11, -1.10], [-21.99, 15.67, 10.87], [-18.89, 11.32, 11.39], [-16.93, 10.25, 12.08], [-23.44, 18.79, 4.06], [-16.72, 12.41, -0.03], [-23.61, 19.38, 8.78], [-20.23, 14.64, 4.17], [-25.49, 18.13, 5.20], [-21.57, 16.81, 0.96], [-22.32, 9.88, 8.14], [-21.38, 14.52, 5.17], [-21.42, 18.61, 8.65], [-22.37, 8.50, 4.32], [-23.95, 16.07, 1.07], [-14.99, 19.11, 4.33], [-18.45, 12.71, 1.52], [-24.57, 15.58, 7.67], [-16.73, 16.58, 6.43], [-24.88, 14.70, 2.76], [-23.25, 9.73, 4.35], [-14.81, 18.78, 5.81], [-22.97, 8.61, 8.70], [-22.70, 16.13, 0.19], [-24.10, 18.37, 12.80], [-22.53, 11.95, 2.17], [-26.19, 12.86, 5.85], [-25.62, 13.56, 7.06], [-20.91, 14.83, 6.59], [-15.60, 11.43, -0.36], [-25.94, 20.22, 9.03], [-27.48, 17.40, 6.22], [-19.23, 14.19, 8.09], [-23.87, 10.21, 3.03], [-22.83, 7.38, 7.80], [-24.90, 17.33, 12.04], [-14.96, 9.01, 12.91], [-24.96, 19.03, 4.12], [-27.30, 13.73, 5.22], [-24.64, 19.32, 12.91], [-18.61, 13.33, 8.37], [-23.65, 18.99, 9.80], [-23.87, 18.02, 13.81], [-20.41, 18.87, 8.35], [-17.23, 10.75, 14.44], [-26.63, 21.06, 8.86], [-15.14, 11.01, 0.54], [-19.28, 12.17, 1.97], [-15.45, 9.67, -1.31], [-18.66, 15.12, 8.01], [-21.96, 8.36, 5.31], [-24.84, 20.70, 5.34], [-14.15, 18.77, 3.72], [-26.80, 16.54, 12.27], [-23.87, 16.70, -1.36], [-22.66, 10.47, 4.89], [-18.89, 13.39, 0.79], [-21.43, 16.39, 1.96], [-25.18, 17.07, 5.10], [-25.73, 15.39, 2.86], [-22.54, 10.74, 8.79], [-21.53, 15.89, 11.84], [-21.76, 17.89, 1.06], [-22.86, 19.57, 3.57], [-21.54, 8.61, 3.61], [-15.17, 11.16, 13.04], [-19.43, 13.93, 4.38], [-27.31, 16.34, 5.96], [-14.37, 9.06, 11.99], [-23.96, 18.61, 8.09], [-24.85, 7.92, 9.04], [-20.59, 11.12, 6.64], [-20.50, 11.73, 8.31], [-22.49, 15.50, 3.81], [-14.28, 17.19, 7.19], [-24.20, 21.34, 9.46], [-18.49, 11.49, 10.38], [-20.62, 16.77, 0.43], [-22.66, 10.12, 7.12], [-21.81, 7.36, 7.44], [-17.42, 15.82, 6.06], [-24.74, 15.59, 0.47], [-19.49, 12.21, 11.56], [-23.47, 21.44, 7.25], [-25.29, 17.75, 11.11], [-24.26, 17.05, 1.43], [-16.72, 9.27, 14.64], [-21.82, 13.52, 5.13], [-25.09, 18.37, 6.20], [-22.41, 8.34, 9.60], [-23.04, 18.69, 5.07], [-27.92, 13.20, 4.49], [-27.39, 11.23, 5.37], [-21.79, 17.77, 8.05], [-26.09, 19.98, 10.09], [-25.08, 8.89, 4.79], [-24.54, 9.29, 9.86], [-20.58, 14.42, 3.15], [-16.97, 10.01, -0.81], [-28.55, 17.59, 6.32], [-24.90, 15.27, 11.48], [-26.34, 19.38, 8.45], [-24.13, 9.05, 6.12], [-25.40, 18.80, 3.15], [-23.29, 17.88, 3.47], [-15.52, 8.08, 12.89], [-19.51, 10.43, 11.27], [-26.83, 14.54, 4.64], [-15.00, 20.20, 4.25], [-24.57, 11.04, 3.20], [-22.09, 12.16, 3.16], [-27.02, 17.44, 7.22], [-23.40, 12.62, 2.07], [-26.57, 17.85, 13.22], [-23.16, 18.53, 12.27], [-19.88, 14.30, 8.98], [-19.82, 15.64, 4.07], [-15.79, 19.01, 6.26], [-16.51, 16.47, 7.50], [-14.19, 8.94, 13.69], [-28.02, 14.18, 5.90], [-22.82, 17.83, -0.97], [-13.58, 16.98, 5.64], [-24.88, 22.19, 7.46], [-14.22, 20.61, 6.57], [-17.24, 12.70, -0.95], [-21.81, 12.18, 1.39], [-17.18, 17.55, 6.23], [-24.17, 16.51, 7.27], [-24.96, 12.95, 7.69], [-21.50, 18.32, 9.70], [-23.84, 15.13, 8.35], [-20.49, 15.84, 6.63], [-22.86, 7.57, 4.01], [-17.40, 9.27, 12.25], [-13.79, 11.42, -1.65], [-16.52, 10.36, 11.07], [-22.34, 15.12, -0.05], [-24.64, 14.22, 3.70], [-25.46, 15.85, 8.25], [-25.98, 10.90, 6.10], [-15.93, 18.69, 4.00], [-21.80, 14.75, 7.23], [-26.21, 20.54, 4.48], [-14.85, 12.78, -1.86], [-23.04, 6.49, 8.40], [-23.23, 15.52, 5.26], [-26.49, 13.70, 7.73], [-23.56, 7.31, 6.99], [-13.72, 19.38, 7.45], [-24.39, 9.36, 2.59], [-23.61, 15.61, 12.61], [-25.17, 13.93, 2.03], [-17.84, 13.23, 2.26], [-13.80, 12.71, -0.45], [-22.14, 14.59, 10.74], [-19.19, 10.71, 7.63], [-21.30, 16.10, 10.14], [-16.32, 13.33, 0.41], [-25.43, 12.67, 5.09]], "e_above_lowest_kcal_mol": 28.35, "e_tot_ha": -3178.7431, "homo_ha": -0.31659, "orbital_gap_ev": 8.9}